# 1
Molecular formula: C4H8O3
Method: DFT, ωB97M-V with the def2-TZVPD basis set

**HOMO**: -10.447 eV
**Structure (SMILES)**: O=CCC(=O)CO.[H][H]
**Energy relative to the best compared isomer or geometry (same formula, charge and spin)**: 56.61 kcal/mol
**Gap between HOMO and LUMO**: 0.3932 Eh

Last column: Mulliken charge in e.
Geometry (Å):
O1 -0.9473 1.7696 -0.7100  -0.4413
C1 -0.8528 0.6972 -1.2541  -0.0105
C2 -0.6287 -0.5989 -0.4863  -0.4439
C3 0.8693 -0.7065 -0.2566  0.6949
O2 1.6165 -1.1886 -1.0821  -0.6113
C4 1.4149 -0.1156 1.0241  -0.5403
O3 2.8063 -0.1267 1.0400  -0.5329
H1 -0.8848 0.6039 -2.3556  0.3392
H2 -0.9569 -1.4632 -1.0707  0.3171
H3 -1.1606 -0.5374 0.4688  0.2764
H4 1.0180 0.9070 1.1210  0.3047
H5 0.9938 -0.6919 1.8649  0.2813
H6 3.0772 -0.5976 0.2341  0.3706
H7 -2.9160 1.2644 0.6345  -0.1888
H8 -3.4489 0.7844 0.8279  0.1850

---

# 2
Molecular formula: C37H40ClF3N5O5S2Sn
Method: DFT, ωB97M-V with the def2-TZVPD basis set

**Charge**: -1
**HOMO**: -5.221 eV
**Energy relative to the best compared isomer or geometry (same formula, charge and spin)**: 0.28 kcal/mol
**Gap between HOMO and LUMO**: 0.2760 Eh

Last column: Mulliken charge in e.
Geometry (Å):
Sn1 -0.3941 0.5722 -1.1011  0.6662
C1 -0.8448 6.8288 -6.6195  -1.4542
C2 -1.1978 5.8967 -5.5256  1.1647
C3 -0.2218 5.7164 -4.5180  -0.9012
C4 -0.4453 4.8421 -3.4980  -0.0160
C5 -1.6723 4.1938 -3.4111  0.0520
C6 -2.6768 4.3950 -4.3497  -0.7747
C7 -2.4230 5.2379 -5.4416  -0.8200
S1 -2.0827 2.9939 -2.0991  1.2182
O1 -3.2652 3.4890 -1.4186  -0.7366
O2 -2.1643 1.7484 -2.8648  -0.6725
N1 -0.7930 2.8212 -1.2001  0.0813
C8 -0.5910 3.5739 0.0183  -0.7719
C9 0.1407 2.7194 1.0277  0.2648
O3 0.5590 3.2519 2.0669  -0.7752
O4 0.2048 1.4449 0.8090  -0.3141
H1 0.2425 6.8429 -6.6905  0.3464
H2 -1.1324 7.8536 -6.4099  0.2795
H3 -1.3544 6.6124 -7.5766  0.3600
H4 0.7186 6.2339 -4.5669  0.3367
H5 0.2986 4.5966 -2.7550  0.3493
H6 -3.6271 3.8950 -4.1829  0.4109
H7 -3.1806 5.3081 -6.2466  0.2995
H8 -1.4879 4.0186 0.4287  0.4662
H9 0.0850 4.3785 -0.1348  0.3322
S2 1.8391 0.9614 -2.3638  -0.5038
C10 1.1251 0.3657 -3.8646  0.0162
C11 1.6585 -0.7876 -4.4646  -0.7366
C12 1.1819 -1.3134 -5.6093  -0.5473
C13 0.2189 -0.6650 -6.3375  -0.5741
C14 -0.2938 0.5480 -5.8092  -0.4916
C15 0.1637 1.0143 -4.5901  0.2290
H10 2.4745 -1.2504 -3.9689  0.4682
H11 1.5586 -2.2441 -5.9949  0.3731
H12 -0.2166 -1.1312 -7.2006  0.3698
H13 -1.0889 1.1052 -6.2848  0.4158
H14 -0.2118 1.9371 -4.2255  0.4020
F1 6.2957 -3.3284 0.1042  -0.2744
C16 6.1630 -2.0081 -0.0023  0.6613
F2 6.9396 -1.4621 0.9414  -0.2841
F3 6.7995 -1.7005 -1.1544  -0.2683
C17 4.7198 -1.5260 0.0452  0.2800
C18 4.3644 -0.3492 0.6436  -0.9555
C19 3.0283 -0.0110 0.8097  -0.6510
N2 2.0634 -0.7423 0.2836  0.9825
C20 2.4044 -1.8086 -0.3827  -0.3604
C21 3.6984 -2.3074 -0.4627  -1.0826
H15 5.0720 0.3294 1.0759  0.5017
H16 2.7291 0.8948 1.3414  0.5282
H17 1.6410 -2.3881 -0.8036  0.6180
H18 3.8702 -3.3081 -0.8561  0.4447
C22 1.6982 -3.0465 5.3151  -1.7074
C23 1.1862 -1.6853 4.8354  2.6368
C24 0.8704 -0.8241 6.1094  -2.0273
C25 2.2637 -0.9971 4.0693  -1.4363
C26 -0.0693 -1.8831 3.9896  1.3385
O5 -0.9097 -2.7560 4.7182  -0.7849
C27 0.2184 -2.4482 2.5594  0.0793
C28 -0.4594 -3.7325 2.1794  -1.5718
C29 -1.8219 -3.6952 1.5529  0.2473
C30 -2.9579 -4.0546 2.3274  -0.4778
C31 -4.2176 -3.8823 1.7988  -0.7994
C32 -4.3488 -3.4765 0.5033  0.3095
Cl1 -5.9317 -3.3654 -0.2639  -0.2629
C33 -3.2820 -2.9952 -0.1778  -0.9012
C34 -2.0005 -3.0532 0.3322  -0.2802
C35 -0.7487 -0.4743 3.9141  -2.0685
N3 -1.9976 -0.4503 3.1644  1.4914
C36 -2.3605 0.2325 2.0608  -0.0109
N4 -3.6669 0.0631 1.8787  -0.6261
C37 -4.0530 -0.7394 2.8929  -0.4735
N5 -3.0309 -1.0764 3.7158  -1.1855
H19 2.7638 -2.9757 5.6455  0.4312
H20 1.5769 -3.8412 4.5334  0.2001
H21 1.0318 -3.4717 6.1164  0.3841
H22 1.7078 -0.9832 6.8120  0.5467
H23 -0.0470 -1.1728 6.6384  0.2946
H24 0.8052 0.2460 5.9563  0.3726
H25 2.9866 -0.3613 4.6586  0.3670
H26 1.8962 -0.3725 3.2430  -0.2048
H27 2.9361 -1.7270 3.5463  0.3312
H28 -1.8204 -2.5875 4.4817  0.5521
H29 1.2631 -2.5637 2.4891  0.5178
H30 0.0371 -1.6301 1.8750  -0.3021
H31 -0.4305 -4.4459 3.0611  0.3252
H32 0.2329 -4.1382 1.4568  0.6169
H33 -2.7217 -4.4353 3.2970  0.4808
H34 -5.0707 -4.0849 2.4004  0.5052
H35 -3.4128 -2.5054 -1.0893  0.5901
H36 -1.1534 -2.7116 -0.2260  0.5194
H37 -0.1414 0.3185 3.5516  0.4954
H38 -1.0573 -0.2409 4.9072  0.5452
H39 -1.5877 0.7791 1.5365  0.5045
H40 -5.0683 -1.0440 3.0239  0.4851

---

# 3
Molecular formula: C2H18Li5O17S2
Method: DFT, ωB97M-V with the def2-TZVPD basis set

**Charge**: -1
**HOMO**: -4.932 eV
**Gap between HOMO and LUMO**: 0.2477 Eh

Last column: Mulliken charge in e.
Geometry (Å):
Li1 -2.1555 -0.7074 1.6267  0.8168
Li2 0.3143 0.1170 2.7844  0.7589
Li3 -0.2019 -1.6653 -2.3999  0.8429
Li4 1.1172 -1.9445 0.6220  0.8735
Li5 1.5029 2.5106 1.2769  0.8103
S1 -1.5696 -3.2280 0.1067  1.0415
O1 -1.0850 -2.9683 -1.2871  -0.7883
O2 -2.2202 -4.5240 0.1989  -0.6670
O3 -0.4010 -3.0917 1.0348  -0.7278
O4 -2.5733 -2.1337 0.4743  -0.8806
S2 -0.0439 0.4957 -0.3370  1.4268
O5 -0.6452 0.2267 0.9721  -0.4723
O6 0.9697 1.5839 -0.2166  -0.9065
O7 0.5668 -0.7568 -0.7955  -0.6271
O8 -1.0796 0.9698 -1.2773  -0.8527
O9 1.4780 -1.4525 2.5726  -0.9009
C1 2.7433 -0.9222 2.7961  -0.5522
C2 2.9476 0.5514 2.4706  0.4960
O10 1.8481 1.3712 2.7342  -1.1067
H1 3.4916 -1.5192 2.2236  0.1468
H2 3.0455 -1.0817 3.8626  0.2617
H3 3.2224 0.6223 1.3832  -0.3603
H4 3.8134 0.9284 3.0447  0.3237
O11 0.2098 4.0683 -1.4114  -0.6906
H5 0.3927 3.1618 -1.1096  0.4086
H6 -0.7470 4.0846 -1.5419  0.3312
O12 -3.6486 -0.4288 -1.3166  -0.7477
H7 -3.3411 -1.1610 -0.7233  0.4154
H8 -2.8759 0.1500 -1.3167  0.3760
O13 2.5608 -2.8155 -0.5935  -0.5437
H9 2.3627 -3.7282 -0.8363  0.2841
H10 2.9209 -2.3989 -1.3823  0.2467
O14 -0.8714 -0.2970 -3.6053  -0.6721
H11 -0.8323 0.2840 -4.3672  0.2520
H12 -1.0467 0.3058 -2.8298  0.4551
O15 3.5076 1.7408 -1.4337  -0.6932
H13 3.8395 0.9603 -0.9769  0.2982
H14 2.5713 1.7725 -1.1702  0.3852
O16 -3.4612 0.8401 1.5103  -0.5112
H15 -4.2125 0.5329 0.9817  0.3080
H16 -3.4032 1.7918 1.3636  0.2568
O17 -2.9609 2.9479 -0.8719  -0.7117
H17 -2.2768 2.2563 -1.0323  0.2850
H18 -3.7732 2.5505 -1.2075  0.3112

---

# 4
Molecular formula: C8H19NP
Method: DFT, ωB97M-V with the def2-TZVPD basis set

**Charge**: +1
**HOMO (spin up / spin down)**: -12.036 / -12.036 eV
**Energy relative to the best compared isomer or geometry (same formula, charge and spin)**: 54.60 kcal/mol
**Gap between HOMO and LUMO (spin up / spin down)**: 0.2568 / 0.2568 Eh

Last column: Mulliken charge in e.
Geometry (Å):
C1 0.1687 2.7509 0.8799  -0.7397
C2 -0.3511 1.5628 1.0355  -0.1295
C3 -1.4177 -2.3792 -0.4821  -1.5525
C4 -3.3229 -0.8098 0.2865  -1.4580
C5 2.7385 -0.4774 1.1069  -1.0898
C6 2.8080 0.9768 -0.9951  -0.9430
C7 -1.8326 -1.1816 0.3819  0.2463
C8 2.3558 -0.3001 -0.3067  0.0924
N1 -1.3588 0.8176 -1.5172  -0.5430
P1 -0.6015 0.1730 -0.1925  0.2668
H1 0.6492 3.3441 1.6554  0.3147
H2 0.4857 2.9309 -0.1329  0.2408
H3 -0.7041 1.3187 2.0266  0.3555
H4 -0.6229 -2.7846 0.0192  0.4340
H5 -1.3016 -2.2684 -1.4960  0.4463
H6 -2.1031 -3.1854 -0.4066  0.4351
H7 -3.4884 0.2123 0.4537  0.4018
H8 -3.8754 -1.4868 0.8603  0.4480
H9 -3.7265 -0.9373 -0.7285  0.3449
H10 2.5523 0.3493 1.8309  0.3171
H11 3.6919 -0.9059 1.0975  0.4523
H12 2.1159 -1.3376 1.5070  0.2930
H13 2.3597 1.7665 -0.4292  0.1567
H14 2.4689 1.0447 -1.9698  0.3577
H15 3.8453 1.1434 -0.9980  0.4207
H16 -1.4314 -1.2006 1.4136  0.3900
H17 2.1238 -1.1397 -0.8918  0.4951
H18 -1.2765 0.3080 -2.3515  0.2792
H19 -0.9494 1.6952 -1.6570  0.2669

---

Number 1: E -10418.549 eV, maximum force 0.0110 hartree/bohr. Number 2: E -104886.964 eV, maximum force 0.0556 hartree/bohr. Number 3: E -59884.379 eV, maximum force 0.0305 hartree/bohr. Number 4: E -19373.011 eV, maximum force 0.0786 hartree/bohr.